Here is the ion C8H12N with charge +1 in a non-equilibrium geometry from OMol25. Energies are from ωB97M-V with the def2-TZVPD basis set.

Cartesian coordinates (Å):
C (-0.128, -1.524, -0.792)
C (-0.621, -2.165, 0.296)
C (-1.453, -1.192, 1.156)
C (-0.926, -0.026, 1.554)
C (0.489, 0.257, 1.272)
C (0.760, 0.584, 0.003)
N (2.189, 0.465, -0.437)
C (-0.046, 1.235, -1.053)
C (-1.215, 1.776, -0.768)
H (0.552, -2.052, -1.430)
H (-0.509, -0.721, -1.348)
H (-0.433, -3.029, 0.864)
H (-2.479, -1.468, 1.401)
H (-1.533, 0.656, 2.150)
H (1.265, -0.024, 1.838)
H (2.035, -0.242, -1.136)
H (2.700, 0.356, 0.437)
H (2.520, 1.444, -0.678)
H (0.304, 1.477, -2.021)
H (-1.698, 2.572, -1.474)
H (-1.773, 1.621, 0.166)

- total charge = +1
- HOMO (eV) = -12.775
- SMILES = C=C/C=C\C=C(\[NH3+])C=C
- orbital gap (hartree) = 0.3318
- energy above the lowest of the compared OMol25 structures with the same formula, charge and spin (eV) = 2.913
- lowest unoccupied orbital energy (eV) = -3.746

---

Here is a structure of composition C8H12N in a non-equilibrium geometry from OMol25. Energies are from ωB97M-V with the def2-TZVPD basis set.

Cartesian coordinates (Å):
C (-2.916, 2.085, -1.308)
C (-2.237, 1.153, -1.676)
C (-1.287, -1.143, -2.287)
C (0.572, 1.766, -0.649)
C (-1.364, 0.010, -1.720)
C (1.589, -1.279, 2.371)
C (1.459, -0.122, 1.399)
C (0.416, -0.519, 0.389)
N (0.179, 0.543, -0.602)
H (-3.709, 2.745, -1.023)
H (-0.498, -1.827, -2.208)
H (-2.114, -1.666, -2.684)
H (1.114, 2.242, 0.115)
H (0.297, 2.379, -1.548)
H (1.722, -1.085, 3.358)
H (0.602, -1.979, 2.316)
H (2.378, -1.867, 2.030)
H (2.464, -0.013, 0.903)
H (1.161, 0.789, 1.915)
H (0.593, -1.440, -0.201)
H (-0.420, -0.772, 1.108)

- total charge = +1
- 2S+1 = 3
- HOMO (alpha / beta) (eV) = -10.766 / -14.359
- orbital gap (alpha / beta) (hartree) = 0.2276 / 0.2187
- energy above the lowest of the compared OMol25 structures with the same formula, charge and spin (eV) = 2.204
- lowest unoccupied orbital energy (alpha / beta) (eV) = -4.574 / -8.408

---

Here is an isolated molecule of C8H12N2O in a non-equilibrium geometry from OMol25. Energies are from ωB97M-V with the def2-TZVPD basis set.

Cartesian coordinates (Å):
H (2.374, -1.892, 1.507)
N (1.821, -0.962, 1.349)
C (2.376, -0.352, 0.367)
C (1.742, 0.916, -0.096)
C (2.369, 1.488, -1.376)
C (1.187, 1.844, 1.010)
C (0.324, 1.172, 0.373)
C (-1.226, 1.124, -0.070)
O (-1.748, 1.962, -0.766)
N (-1.968, 0.011, 0.271)
C (-3.344, 0.000, -0.224)
C (-1.529, -0.891, 1.313)
H (3.166, -0.639, -0.327)
H (1.807, 1.153, -2.255)
H (3.439, 1.329, -1.389)
H (2.287, 2.535, -1.328)
H (1.457, 2.726, 1.580)
H (-3.364, 0.377, -1.267)
H (-3.635, -1.166, -0.367)
H (-4.020, 0.370, 0.560)
H (-1.651, -2.039, 1.019)
H (-0.548, -0.745, 1.575)
H (-2.171, -0.717, 2.259)

- total charge = 0
- HOMO (eV) = -9.108
- SMILES = [H]/N=C/[C@]1(C)C=C1C(=O)N(C)C
- orbital gap (hartree) = 0.3674
- energy above the lowest of the compared OMol25 structures with the same formula, charge and spin (eV) = 4.112
- lowest unoccupied orbital energy (eV) = 0.889